a:
C17H22N2O3S | wB97M-V/def2-TZVPD

Output
- LUMO level (eV) = 0.26
- highest occupied orbital energy (eV) = -8.1
- gap between HOMO and LUMO (eV) = 8.35
- M (g mol⁻¹) = 334.4

Geometry (Å):
S -0.538 -0.027 -0.042
O -0.893 -1.151 -0.896
O 3.908 3.050 -0.520
O -1.411 0.107 1.174
N 1.055 -0.020 0.421
N 1.882 -3.014 1.009
C -3.035 2.429 -0.173
C 3.197 0.684 -0.473
C -0.527 -4.177 1.421
C -3.917 1.343 -2.796
C -2.685 1.263 -2.309
C 2.721 2.126 -0.522
C -2.064 1.954 -1.280
C 1.163 -0.701 1.721
C 4.674 3.074 0.813
C 1.857 -4.135 0.853
C -4.376 2.602 -0.567
C 2.077 -0.112 -0.383
C 1.073 -2.026 1.495
C 0.562 -4.737 0.973
C -4.812 1.965 -1.658
C -0.675 1.534 -0.808
C -0.206 -2.772 1.652
H 0.529 -5.806 0.669
H 5.330 1.969 0.936
H 2.316 2.526 -1.277
H -1.341 -4.448 1.587
H -0.426 2.384 0.187
H 2.501 -4.818 0.372
H -0.107 1.491 -1.816
H 4.168 3.352 1.604
H 5.557 3.828 0.698
H 2.276 2.329 0.668
H -2.867 2.697 0.623
H 3.995 0.516 -1.429
H -1.115 -2.146 2.179
H -5.855 1.932 -2.117
H 1.462 -0.155 -1.342
H -5.148 2.849 0.242
H 0.494 -0.252 2.746
H -1.976 0.783 -2.961
H 2.281 -0.602 1.901
H 2.243 -1.324 -0.514
H 3.811 0.458 0.559
H -4.280 0.885 -3.422

b:
C17H22N2O3S | wB97M-V/def2-TZVPD

Output
- LUMO level (eV) = 0.47
- highest occupied orbital energy (eV) = -8.8
- gap between HOMO and LUMO (eV) = 9.23
- M (g mol⁻¹) = 334.4

Geometry (Å):
S -1.718 -2.667 -0.487
O -0.263 0.938 1.971
O 1.016 -1.253 -2.185
O 2.984 2.407 0.239
N -0.605 -0.394 0.143
N 2.452 -0.215 -0.781
C 0.529 -1.279 0.190
C 2.598 1.886 -2.080
C -0.203 -3.103 1.751
C -0.026 -2.722 0.284
C 1.358 -0.944 -1.063
C -1.666 -0.831 -0.709
C -5.050 0.766 0.037
C 3.196 0.497 -1.795
C 0.829 -3.742 -0.451
C 2.505 2.917 1.462
C -4.640 1.566 1.095
C -0.996 0.483 1.117
C -2.430 0.734 0.859
C -2.844 -0.071 -0.207
C 2.055 2.549 -0.813
C -4.157 -0.061 -0.630
C -3.321 1.560 1.521
H 0.863 -3.516 -1.513
H 4.220 0.605 -1.435
H 0.409 -4.736 -0.320
H 0.766 -3.211 2.234
H -5.359 2.198 1.593
H -1.441 -0.658 -1.767
H -0.738 -4.047 1.828
H 2.294 3.990 1.386
H 3.293 2.754 2.195
H 2.589 0.145 0.153
H 3.373 2.511 -2.522
H 1.774 1.799 -2.790
H -2.987 2.174 2.342
H 3.187 -0.105 -2.705
H 1.103 -1.046 1.094
H 1.098 2.086 -0.524
H 1.592 2.399 1.779
H -0.776 -2.342 2.280
H -6.085 0.784 -0.271
H 1.843 -3.733 -0.055
H -4.478 -0.688 -1.447
H 1.858 3.615 -1.005

Which is the most stable structure? b is the most stable.

a:
C3H6N3O2 | wB97M-V/def2-TZVPD

Output
- net charge = +1
- LUMO level (eV) = -4.78
- highest occupied orbital energy (eV) = -14.3
- gap between HOMO and LUMO (eV) = 9.55
- M (g mol⁻¹) = 116.1

Geometry (Å):
O 2.509 -0.554 -0.133
O 0.959 -2.052 0.089
N 1.664 2.042 0.415
N 1.424 -0.958 -0.041
N -1.539 -1.409 0.147
C 0.098 0.419 -0.144
C 0.665 1.736 -0.279
C -1.142 -0.002 0.015
H -1.972 0.690 0.083
H 2.028 2.982 0.305
H -2.174 -1.694 -0.609
H -0.654 -1.994 0.114
H 0.142 2.372 -1.007
H -2.010 -1.578 1.045

b:
C3H6N3O2 | wB97M-V/def2-TZVPD

Output
- net charge = +1
- LUMO level (eV) = -3.66
- highest occupied orbital energy (eV) = -13.6
- gap between HOMO and LUMO (eV) = 9.97
- M (g mol⁻¹) = 116.1

Geometry (Å):
O 1.061 -1.103 2.250
O -0.512 -2.545 1.520
N 0.252 -1.483 1.252
N 1.424 2.637 1.129
N -1.208 0.025 -1.633
C 0.172 -0.860 0.144
C 0.914 1.553 1.162
C -0.230 -0.710 -1.135
H 1.217 -0.175 2.109
H -1.503 0.069 -2.539
H 0.574 -1.053 -1.848
H 1.796 3.577 1.113
H -0.216 -3.035 2.387
H -1.810 0.560 -1.022

c:
C3H6N3O2 | wB97M-V/def2-TZVPD

Output
- net charge = +1
- LUMO level (spin up / spin down) (eV) = -6.89 / -5.88
- highest occupied orbital energy (spin up / spin down) (eV) = -13.4 / -13.6
- gap between HOMO and LUMO (spin up / spin down) (eV) = 6.50 / 7.68
- M (g mol⁻¹) = 116.1

Geometry (Å):
O 2.590 3.060 2.765
O 1.238 4.395 1.610
N 1.097 0.067 0.927
N 1.822 3.552 2.093
N -0.436 1.322 0.086
C 0.619 1.288 0.866
C 0.331 -0.883 0.119
C -0.766 0.014 -0.480
H -1.771 -0.289 -0.173
H 0.973 -1.331 -0.644
H -0.732 0.058 -1.571
H -0.978 2.142 -0.132
H 1.899 -0.224 1.460
H -0.074 -1.678 0.749

Which is the most stable structure? a is the most stable.

a:
C5H6F2S | wB97M-V/def2-TZVPD

Output
- LUMO level (eV) = -0.94
- highest occupied orbital energy (eV) = -9.1
- gap between HOMO and LUMO (eV) = 8.18
- M (g mol⁻¹) = 136.2

Geometry (Å):
S -1.450 0.905 1.283
F -0.914 -2.049 -0.732
F 1.425 1.372 0.324
C 1.203 -1.066 0.012
C -0.234 -1.436 0.322
C 0.849 0.863 -2.002
C 0.751 0.401 -0.533
C -0.459 0.052 0.294
H 0.318 0.116 -2.627
H 2.113 -1.566 -0.481
H 1.891 0.961 -2.470
H 1.699 -0.650 1.013
H 0.405 1.830 -2.141
H -0.478 -1.956 1.294

b:
C5H6F2S | wB97M-V/def2-TZVPD

Output
- LUMO level (eV) = -1.05
- highest occupied orbital energy (eV) = -9.2
- gap between HOMO and LUMO (eV) = 8.11
- M (g mol⁻¹) = 136.2

Geometry (Å):
S -2.771 -0.779 -0.026
F -0.653 1.915 0.506
F 0.515 -1.764 -0.845
C 0.649 0.521 -0.898
C 0.114 -0.667 -0.082
C -0.752 1.222 -0.732
C -1.394 -0.117 -0.422
C 0.686 -0.777 1.297
H 1.551 1.023 -0.614
H 0.166 0.023 2.085
H -1.177 2.008 -1.354
H 1.029 0.123 -2.000
H 1.815 -0.853 1.436
H 0.224 -1.879 1.648

Which is the most stable structure? a is the most stable.

a:
CH3NO | wB97M-V/def2-TZVPD

Output
- LUMO level (eV) = 0.91
- highest occupied orbital energy (eV) = -11.4
- gap between HOMO and LUMO (eV) = 12.29
- M (g mol⁻¹) = 45.0

Geometry (Å):
O 0.431 2.930 -1.574
N -0.870 -1.642 1.080
C -0.396 -2.646 1.411
H -0.451 2.628 -1.258
H 0.235 -3.488 1.638
H 1.051 2.217 -1.298

b:
CH3NO | wB97M-V/def2-TZVPD

Output
- LUMO level (spin up / spin down) (eV) = -1.34 / -1.36
- highest occupied orbital energy (spin up / spin down) (eV) = -10.4 / -10.3
- gap between HOMO and LUMO (spin up / spin down) (eV) = 9.02 / 8.96
- M (g mol⁻¹) = 45.0

Geometry (Å):
O 1.873 -0.175 0.341
N 0.767 0.584 -0.287
C -0.415 0.043 0.055
H -1.244 0.670 0.319
H -0.342 -0.827 0.584
H -0.639 -0.295 -1.012

c:
CH3NO | wB97M-V/def2-TZVPD

Output
- LUMO level (eV) = 0.94
- highest occupied orbital energy (eV) = -10.0
- gap between HOMO and LUMO (eV) = 10.91
- M (g mol⁻¹) = 45.0

Geometry (Å):
O 0.023 1.448 0.423
N -0.034 -0.756 0.105
C -0.672 0.437 0.201
H -1.735 0.505 0.156
H -0.593 -1.559 -0.201
H 1.009 -0.781 0.043

d:
CH3NO | wB97M-V/def2-TZVPD

Output
- LUMO level (spin up / spin down) (eV) = 0.37 / 0.37
- highest occupied orbital energy (spin up / spin down) (eV) = -9.0 / -9.0
- gap between HOMO and LUMO (spin up / spin down) (eV) = 9.38 / 9.38
- M (g mol⁻¹) = 45.0

Geometry (Å):
O -0.029 1.631 0.422
N -0.475 -1.137 -0.379
C 0.610 0.695 0.254
H -1.075 -1.105 0.437
H -0.671 -0.415 -1.058
H 1.640 0.331 0.324

Which is the most stable structure? c is the most stable.

a:
C15H23F3NO2PRu | wB97M-V/def2-TZVPD

Output
- net charge = +2
- <S²> = 6.029
- LUMO level (spin up / spin down) (eV) = -6.80 / -10.96
- highest occupied orbital energy (spin up / spin down) (eV) = -14.3 / -15.8
- gap between HOMO and LUMO (spin up / spin down) (eV) = 7.53 / 4.87
- spin multiplicity = 5
- M (g mol⁻¹) = 438.4

Geometry (Å):
Ru 0.191 -0.318 -0.338
P -0.258 0.100 -2.426
F -2.581 2.153 3.492
F -2.928 1.869 1.332
F -1.238 3.089 2.024
O -1.296 -0.148 3.185
O -0.195 0.637 1.357
N 1.313 -3.149 0.279
C -3.395 -2.371 -1.475
C -1.321 -1.642 -0.466
C -1.077 0.676 2.298
C 1.697 -4.428 0.998
C -1.558 -2.503 0.614
C 0.811 -2.195 1.331
C 0.850 -0.811 -3.547
C -0.591 -2.581 1.740
C -0.464 1.738 -3.200
C -1.963 1.974 2.301
C -1.929 -0.699 -2.698
C -3.645 -3.196 -0.375
C -2.222 -1.608 -1.543
C 2.450 -2.629 -0.546
C -2.732 -3.257 0.673
H 0.089 1.327 -0.861
H 0.527 2.208 -3.255
H 2.269 -5.055 0.302
H 3.145 -3.459 -0.740
H 0.536 -0.718 -4.596
H 1.860 -0.396 -3.434
H 2.069 -2.205 -1.485
H -4.546 -3.803 -0.327
H -0.596 -3.577 2.207
H -2.662 0.122 -2.760
H -4.111 -2.298 -2.290
H 2.941 -1.860 0.061
H 1.000 -1.127 1.070
H 0.774 -4.936 1.290
H -2.896 -3.871 1.557
H 0.606 -3.623 -0.327
H -1.087 2.343 -2.527
H -1.938 -1.230 -3.664
H 1.467 -2.378 2.193
H 0.870 -1.873 -3.268
H 2.290 -4.168 1.880
H -0.890 -1.877 2.541
H -0.922 1.688 -4.200

b:
C15H23F3NO2PRu | wB97M-V/def2-TZVPD

Output
- net charge = +2
- <S²> = 6.049
- LUMO level (spin up / spin down) (eV) = -7.25 / -10.93
- highest occupied orbital energy (spin up / spin down) (eV) = -15.2 / -15.2
- gap between HOMO and LUMO (spin up / spin down) (eV) = 7.99 / 4.26
- spin multiplicity = 5
- M (g mol⁻¹) = 438.4

Geometry (Å):
Ru 0.259 1.307 0.192
P -0.175 1.130 -1.899
F -1.969 4.006 3.816
F -1.386 4.902 1.877
F -3.252 3.755 2.061
O -0.090 2.213 2.761
O -1.325 2.117 0.888
N 2.541 -2.032 0.817
C -1.988 -0.333 -0.527
C -2.003 0.758 -1.561
C 0.514 -1.503 2.144
C 1.801 -0.980 1.472
C -1.665 -2.427 1.297
C -2.925 -1.357 -0.472
C -1.022 2.588 2.064
C 1.959 -2.567 -0.384
C -1.941 3.801 2.464
C -0.905 -0.380 0.351
C -0.246 2.440 -3.167
C 0.231 -0.338 -2.929
C 3.959 -1.774 0.694
C -0.706 -1.411 1.273
C -2.746 -2.397 0.429
H -2.441 1.701 -1.196
H 1.281 -0.277 -3.241
H 2.568 -3.401 -0.766
H -1.490 -3.248 1.986
H -0.864 2.207 -4.049
H 0.772 2.637 -3.523
H 1.813 2.387 0.030
H 4.490 -2.649 0.286
H 0.111 -1.267 -2.357
H -2.558 0.447 -2.447
H -3.731 -1.315 -1.194
H 0.930 -2.918 -0.217
H 1.576 -0.131 0.765
H 1.935 -1.802 -1.189
H -0.630 3.363 -2.718
H 2.472 -0.630 2.279
H 4.147 -0.919 0.011
H 4.382 -1.521 1.678
H -0.376 -0.454 -3.841
H 0.387 -0.921 3.069
H 0.628 -2.550 2.454
H 1.149 2.938 0.066
H -3.470 -3.200 0.451

Which is the most stable structure? a is the most stable.

a:
C8H34N2O8 | wB97M-V/def2-TZVPD

Output
- LUMO level (eV) = -0.24
- highest occupied orbital energy (eV) = -9.3
- gap between HOMO and LUMO (eV) = 9.06
- M (g mol⁻¹) = 286.4

Geometry (Å):
O -2.901 2.950 -3.616
O 4.298 0.948 -3.079
O 2.072 0.410 0.110
O 3.819 -2.799 -5.071
O 2.010 0.557 -7.623
O -0.318 -3.357 -4.412
O 0.241 0.344 -3.780
O -2.678 -1.220 2.483
N 3.265 2.965 0.082
N -2.135 -1.121 5.471
C -3.522 -0.572 3.481
C -3.224 -1.129 1.168
C -4.266 -0.390 5.971
C 2.548 1.092 1.316
C 2.174 -0.958 0.336
C 1.041 3.140 0.878
C -3.433 -1.176 4.890
C 2.449 2.604 1.227
H 3.427 0.554 -3.105
H -2.178 -1.381 6.446
H 0.990 4.189 0.587
H 3.873 2.159 0.076
H -0.131 -0.537 -3.835
H -2.492 -1.713 0.611
H 2.670 2.743 -0.704
H -3.757 -2.215 4.944
H 3.547 0.782 1.623
H -3.173 2.042 -3.483
H 0.620 2.425 0.170
H 1.631 -0.237 -7.246
H -5.339 -0.378 5.779
H -4.167 -0.769 6.988
H 0.318 3.087 1.691
H 3.006 -2.942 -4.587
H 0.372 0.490 -2.843
H -0.221 -3.966 -3.680
H -4.171 -1.668 1.191
H 1.383 -1.372 0.961
H 1.946 -1.438 -0.616
H 1.952 0.668 2.123
H 3.188 -1.211 0.645
H -1.494 -1.782 5.054
H 4.340 -3.585 -4.904
H -3.958 0.654 6.019
H -3.362 0.506 3.520
H -4.565 -0.580 3.164
H -3.350 -0.094 0.847
H 4.845 0.355 -3.594
H -0.710 -3.881 -5.111
H -1.955 2.899 -3.755
H 2.601 0.885 -6.945
H 2.877 3.021 2.139

b:
C8H34N2O8 | wB97M-V/def2-TZVPD

Output
- LUMO level (eV) = -0.75
- highest occupied orbital energy (eV) = -6.3
- gap between HOMO and LUMO (eV) = 5.51
- M (g mol⁻¹) = 286.4

Geometry (Å):
O 1.408 0.640 1.446
O 0.156 0.248 -0.612
O 0.599 -1.824 0.579
O 2.094 -0.718 0.395
O -0.844 3.578 -1.412
O -0.812 1.213 0.984
O 0.300 -0.950 -2.149
O 1.945 -1.853 -1.246
N -0.183 0.976 -2.348
N 0.604 -1.557 4.208
C 1.207 -1.768 2.885
C 0.114 -1.501 1.865
C -1.523 1.391 -2.261
C -0.375 -1.704 -0.451
C -0.867 4.319 -2.687
C -2.180 0.054 -1.839
C -1.781 2.489 -1.223
C 1.703 -3.281 2.899
H -0.002 -0.558 -1.329
H -1.849 4.778 -2.804
H 0.063 0.463 -1.514
H -0.853 -1.871 2.203
H 2.406 -3.364 2.070
H -3.223 0.064 -2.156
H 0.445 1.766 -2.359
H 0.969 -4.060 2.692
H 1.271 -1.704 4.952
H 1.029 0.088 -0.253
H -0.536 3.665 -3.493
H -0.335 -1.642 -2.333
H 0.424 -0.571 4.332
H -1.088 -2.520 -0.328
H 1.553 -1.416 0.762
H -0.547 2.131 1.024
H -1.919 -0.183 -0.807
H -1.824 1.736 -3.250
H 0.003 -1.740 -1.473
H -1.016 -0.845 -0.253
H -0.326 0.661 0.104
H -0.221 5.186 -2.542
H 2.202 -3.492 3.844
H 2.045 -0.011 1.039
H -0.064 -0.429 1.783
H 1.523 -1.193 -1.797
H 2.021 -1.436 -0.388
H -1.701 2.240 -0.165
H 1.929 -0.973 2.699
H -1.840 -0.793 -2.435
H -2.809 2.851 -1.217
H -1.752 1.242 0.806
H 0.798 0.618 2.184
H 1.659 1.560 1.369

Which is the most stable structure? a is the most stable.

a:
C3H6FNO2 | wB97M-V/def2-TZVPD

Output
- LUMO level (eV) = 0.73
- highest occupied orbital energy (eV) = -8.9
- gap between HOMO and LUMO (eV) = 9.61
- M (g mol⁻¹) = 107.1

Geometry (Å):
F -1.586 -1.023 0.980
O 0.758 -0.875 -0.953
O 0.990 0.394 0.902
N -1.319 0.099 0.189
C 2.383 0.427 0.922
C -2.212 0.001 -0.953
C 0.450 -0.190 -0.041
H 2.769 1.249 0.289
H -3.144 -0.405 -0.620
H -1.942 -0.627 -1.715
H 2.695 -0.544 0.343
H -2.474 1.041 -1.343
H 2.632 0.453 2.001

b:
C3H6FNO2 | wB97M-V/def2-TZVPD

Output
- LUMO level (eV) = 0.33
- highest occupied orbital energy (eV) = -7.9
- gap between HOMO and LUMO (eV) = 8.24
- M (g mol⁻¹) = 107.1

Geometry (Å):
F -0.342 1.451 -1.117
O 3.005 0.551 0.472
O 2.306 -1.363 -0.571
N -0.782 -0.794 -0.769
C -0.880 0.785 1.063
C 2.485 -0.371 -0.038
C -0.017 0.379 -0.087
H -1.466 -0.055 1.297
H -1.584 1.535 0.637
H 0.005 -1.422 -1.215
H -1.135 -1.397 -0.033
H -0.291 1.157 1.877
H -1.303 -0.456 -1.517

c:
C3H6FNO2 | wB97M-V/def2-TZVPD

Output
- LUMO level (eV) = 0.85
- highest occupied orbital energy (eV) = -10.2
- gap between HOMO and LUMO (eV) = 11.02
- M (g mol⁻¹) = 107.1

Geometry (Å):
F -2.460 1.106 0.769
O -0.799 -1.828 0.515
O -1.725 -0.338 -1.038
N 2.158 -1.207 0.148
C -1.458 0.621 0.009
C -1.171 -0.826 0.008
C -0.392 1.629 -0.287
H 1.235 -1.443 0.592
H 0.377 1.024 -0.722
H -0.822 2.321 -1.074
H -0.167 2.094 0.576
H 2.382 -2.067 -0.373
H 2.842 -1.088 0.876

Which is the most stable structure? c is the most stable.